No. 1
A structure of composition C31H28IN6O2ReS3Te in a non-equilibrium geometry. Source: the OMol25 dataset; level of theory: ωB97M-V/def2-TZVPD.

Results
LUMO energy (spin up / spin down) (eV): -3.230 / -3.495
Maximum force (eV Å⁻¹): 2.4
Net charge: +1
2S+1: 4
Frontier orbital gap (spin up / spin down) (eV): 6.43 / 6.04
Energy relative to the best compared isomer or geometry (same formula, charge and spin) (kJ/mol): 206.4
HOMO energy (spin up / spin down) (eV): -9.66 / -9.54
E_tot (a.u.): -3515.4543

Atoms and positions in Å:
Re: -0.0371 -0.5514 0.8485
C: 1.4030 -4.9970 0.4754
C: 2.4843 -4.0282 0.3480
N: 3.6738 -4.4452 -0.0959
C: 4.6632 -3.5703 -0.2063
C: 4.4936 -2.2227 0.0620
C: 5.6352 -1.2955 -0.2028
O: 5.3010 -0.2336 -1.1018
C: 3.2235 -1.7197 0.4775
C: 3.0557 -0.3586 0.8882
N: 1.9367 0.1727 1.2104
C: 2.0243 1.4651 1.8578
C: 2.7173 2.5055 1.2686
C: 2.7266 3.7106 1.9148
C: 1.9994 3.8752 3.0888
C: 1.2840 2.8528 3.6980
C: 1.3442 1.6599 3.0511
I: 0.4728 0.0191 3.9845
C: 2.1959 -2.6309 0.6102
O: 0.9610 -2.3329 0.9589
H: 1.7429 -5.9568 0.0419
H: 1.0521 -5.1373 1.5007
H: 0.5541 -4.6784 -0.1970
H: 5.5921 -3.8761 -0.6330
H: 5.8942 -0.7860 0.7684
H: 6.4849 -1.8499 -0.5525
H: 5.1330 -0.7002 -1.9391
H: 3.8959 0.2330 1.1441
H: 3.3717 2.4609 0.3645
H: 3.3095 4.5320 1.5337
H: 1.8489 4.8795 3.4518
H: 0.8159 2.9603 4.6644
S: 0.4955 2.1259 -1.3813
C: -0.7141 2.2201 -0.1490
N: -1.0066 1.3429 0.8306
C: -2.0100 1.8216 1.6490
C: -2.7195 1.1261 2.6252
C: -3.7093 1.7222 3.4204
C: -4.0282 3.0592 3.2172
C: -3.4140 3.7484 2.1387
C: -2.4289 3.1313 1.3547
S: -1.5659 3.7660 -0.0975
H: -2.5089 0.0505 2.7524
H: -4.2103 1.1360 4.1963
H: -4.7230 3.5049 3.9429
H: -3.6511 4.7851 1.9515
C: -6.1615 -1.5080 -1.2343
C: -5.3339 -0.6210 -0.2599
C: -4.0274 -1.2712 0.1346
N: -2.9320 -0.6212 0.1411
N: -1.9025 -1.3404 0.6109
C: -2.2360 -2.5961 0.9128
N: -1.3824 -3.4496 1.4525
S: -3.9434 -2.9042 0.7232
H: -7.0321 -0.9412 -1.5333
H: -6.5094 -2.3619 -0.7168
H: -5.5648 -1.7557 -2.1319
H: -5.8808 -0.4147 0.6546
H: -5.0265 0.3161 -0.7184
H: -0.4121 -3.2878 1.2761
H: -1.6206 -4.4367 1.5882
Te: 0.3197 -0.2892 -1.9772
C: 0.2755 0.4302 -3.9650
C: -0.8685 0.8290 -4.6379
C: -0.7221 1.5175 -5.8206
C: 0.5297 1.8368 -6.3279
C: 1.6634 1.5485 -5.5941
C: 1.5297 0.8144 -4.4319
H: -1.8481 0.5383 -4.2934
H: -1.6304 1.7481 -6.3794
H: 0.5579 2.2957 -7.3230
H: 2.6375 1.9128 -5.9061
H: 2.4615 0.5155 -3.9778

Mulliken atomic charge list, values in e, 5 entries: -0.73, -1.20, 0.83, -0.66, -0.92


No. 2
A structure of composition C2H2BrClF2 in a non-equilibrium geometry. Source: the OMol25 dataset; level of theory: ωB97M-V/def2-TZVPD.

Results
LUMO energy (spin up / spin down) (eV): 0.573 / -0.351
Maximum force (eV Å⁻¹): 4.2
2S+1: 1
Frontier orbital gap (spin up / spin down) (eV): 8.99 / 7.93
Energy relative to the best compared isomer or geometry (same formula, charge and spin) (kJ/mol): 367.9
HOMO energy (spin up / spin down) (eV): -8.42 / -8.28
E_tot (a.u.): -3311.1778

Atoms and positions in Å:
C: -1.5693 0.0091 -0.4491
C: 1.3657 -0.0314 0.2641
F: -1.6490 0.2936 0.8104
F: 1.8622 0.3242 -0.9874
Cl: 1.1399 1.1404 1.3113
Br: 2.0063 -1.6848 0.8273
H: -1.2399 -0.9612 -0.7471
H: -1.9159 0.9102 -1.0295

Mulliken atomic charge list, values in e, 5 entries: -0.46, 0.30, -0.19, -0.20, -0.07


No. 3
A structure of composition C23H21N3PPdSSe in a non-equilibrium geometry. Source: the OMol25 dataset; level of theory: ωB97M-V/def2-TZVPD.

Results
LUMO energy (eV): -3.852
Maximum force (eV Å⁻¹): 1.5
Net charge: +1
2S+1: 1
Frontier orbital gap (eV): 7.19
Energy relative to the best compared isomer or geometry (same formula, charge and spin) (kJ/mol): 0.0
HOMO energy (eV): -11.04
E_tot (a.u.): -4321.9760

Atoms and positions in Å:
Pd: 0.9155 -1.1938 -0.3346
S: 5.1164 -1.2046 1.0489
C: 5.1774 -1.0363 -0.6480
C: 3.9381 -1.0190 -1.2187
C: 2.9082 -1.1479 -0.2518
C: 3.3967 -1.2512 1.0264
C: 2.5568 -1.5092 2.1870
C: 3.0035 -1.5554 3.5032
C: 2.1045 -1.8705 4.5046
C: 0.7822 -2.1370 4.1748
C: 0.4087 -2.0472 2.8469
N: 1.2671 -1.7321 1.8782
H: 6.1327 -0.9908 -1.1461
H: 3.7855 -0.9512 -2.2844
H: 4.0394 -1.3405 3.7290
H: 2.4289 -1.9067 5.5358
H: 0.0578 -2.4137 4.9267
H: -0.6116 -2.2420 2.5392
C: 1.4760 2.4173 -0.4618
P: 1.0378 0.8994 -1.3420
C: 2.0302 1.0159 -2.8639
C: -0.6637 1.1643 -1.9366
C: -1.4796 2.1808 -1.4504
C: -2.8006 2.2834 -1.8698
C: -3.3100 1.3785 -2.7865
C: -2.4976 0.3665 -3.2869
C: -1.1875 0.2539 -2.8559
H: 0.8990 2.5308 0.4548
H: 1.2895 3.2609 -1.1264
H: 2.5336 2.3808 -0.2013
H: 1.7369 1.8997 -3.4309
H: 1.8769 0.1278 -3.4736
H: 3.0865 1.0823 -2.6070
H: -1.0939 2.8997 -0.7392
H: -3.4289 3.0720 -1.4774
H: -4.3359 1.4613 -3.1195
H: -2.8912 -0.3370 -4.0090
H: -0.5673 -0.5544 -3.2294
Se: -2.3066 -2.7086 -1.2319
N: -1.2865 -1.6090 -0.2721
C: -2.0949 -0.7543 0.3455
C: -1.6901 0.2977 1.2230
C: -2.6465 1.0686 1.7934
C: -4.0441 0.8729 1.5297
C: -4.4740 -0.0979 0.6926
C: -3.5019 -0.9483 0.0763
N: -3.7993 -1.9421 -0.7415
H: -0.6373 0.4632 1.4161
H: -2.3537 1.8629 2.4682
H: -4.7616 1.5198 2.0161
H: -5.5213 -0.2598 0.4803

Mulliken atomic charge list, values in e, 5 entries: -0.47, -0.19, -0.56, -0.50, -0.21


No. 4
An isolated molecule of C5H9NO in a non-equilibrium geometry. Source: the OMol25 dataset; level of theory: ωB97M-V/def2-TZVPD.

Results
LUMO energy (eV): 0.741
SMILES string: [H]/N=C(\C)[C@H](C)C=O
Maximum force (eV Å⁻¹): 2.3
2S+1: 1
Frontier orbital gap (eV): 10.70
Energy relative to the best compared isomer or geometry (same formula, charge and spin) (kJ/mol): 134.7
HOMO energy (eV): -9.96
E_tot (a.u.): -325.8862

Atoms and positions in Å:
C: 0.5964 -0.9319 -1.3886
C: 0.5883 -0.3966 0.0277
C: 1.8976 0.3078 0.3685
C: -1.9758 -0.1983 0.4183
C: -0.6340 0.4770 0.2748
O: 1.5139 -0.7975 -2.1924
N: -0.5401 1.7670 0.3002
H: -0.2889 -1.5295 -1.6671
H: 0.4995 -1.2724 0.6829
H: -1.4518 2.2141 0.4483
H: 2.7579 -0.3375 0.1593
H: 1.9279 0.5765 1.4300
H: 2.0278 1.2268 -0.2138
H: -1.8916 -1.0423 1.1074
H: -2.3026 -0.5622 -0.5594
H: -2.7243 0.4989 0.8041

Mulliken atomic charge list, values in e, 5 entries: -0.16, 0.68, -1.55, -1.32, 0.49


No. 5
A structure of composition C23H44NP3RuSe in a non-equilibrium geometry. Source: the OMol25 dataset; level of theory: ωB97M-V/def2-TZVPD.

Results
LUMO energy (spin up / spin down) (eV): -7.533 / -11.598
Maximum force (eV Å⁻¹): 2.6
Net charge: +3
2S+1: 6
Frontier orbital gap (spin up / spin down) (eV): 6.43 / 4.95
Energy relative to the best compared isomer or geometry (same formula, charge and spin) (kJ/mol): 0.0
HOMO energy (spin up / spin down) (eV): -13.96 / -16.55
E_tot (a.u.): -4476.8582

Atoms and positions in Å:
Ru: 0.1299 0.7801 -0.1726
P: 1.7262 2.3434 -0.4385
P: -1.1843 1.5396 1.4998
P: -1.0889 1.4940 -1.8886
H: 0.0141 -1.9977 -0.2383
C: 0.1092 -1.2363 -1.0151
C: 1.4056 -0.6444 -1.2338
H: 2.2462 -0.9938 -0.6150
C: 3.3071 2.1347 0.4371
C: 1.1261 3.9619 0.1628
C: 2.2836 2.5805 -2.1678
C: -2.4081 0.2202 1.7746
C: -0.3710 1.7131 3.1297
C: -2.1778 3.0605 1.3752
C: -0.5063 0.8765 -3.5049
C: -1.3248 3.2819 -2.1982
C: -2.7829 0.8240 -1.7694
H: -0.5687 -1.3890 -1.8639
H: 1.6949 -0.2845 -2.2222
H: 3.7717 1.1856 0.1413
H: 3.1465 2.1135 1.5231
H: 3.9994 2.9547 0.1937
H: 0.8210 3.8787 1.2103
H: 0.2711 4.3134 -0.4219
H: 1.9310 4.6998 0.0930
H: 2.6571 1.6252 -2.5495
H: 3.1084 3.3027 -2.1867
H: 1.4840 2.9342 -2.8278
H: -3.1376 0.5172 2.5386
H: -1.9105 -0.7004 2.1032
H: -2.9463 0.0068 0.8425
H: -0.9957 2.3018 3.8080
H: 0.5970 2.2067 3.0223
H: -0.2120 0.7273 3.5876
H: -2.7095 3.2226 2.3196
H: -2.9226 2.9959 0.5788
H: -1.5459 3.9323 1.1948
H: -1.2153 1.2264 -4.2682
H: -0.4722 -0.2188 -3.5095
H: 0.4971 1.2600 -3.7341
H: -2.0510 3.3976 -3.0119
H: -0.3932 3.7707 -2.5014
H: -1.7127 3.8028 -1.3171
H: -3.2584 0.9287 -2.7525
H: -3.3700 1.3648 -1.0169
H: -2.7540 -0.2368 -1.4917
C: -3.3698 -4.3705 -0.7570
C: -2.1424 -4.6268 -1.3960
C: -2.0018 -5.7448 -2.2242
C: -3.0708 -6.6361 -2.3910
C: -4.2745 -6.4261 -1.7029
C: -4.4195 -5.3050 -0.8873
Se: -3.7728 -2.7896 0.2623
H: -2.3524 -2.2835 0.2763
H: -1.3033 -3.9443 -1.2543
H: -1.0580 -5.9200 -2.7393
H: -2.9670 -7.4996 -3.0545
H: -5.1022 -7.1301 -1.8006
H: -5.3577 -5.1352 -0.3580
N: 1.3441 -1.0702 2.0519
C: 2.6356 -0.8120 2.4742
C: 2.8848 0.0331 3.5797
C: 4.1900 0.4282 3.8557
C: 5.2591 -0.0435 3.0863
C: 5.0150 -0.9048 2.0077
C: 3.7139 -1.3021 1.7117
H: 0.5843 -0.9104 2.7078
H: 1.1939 -1.8637 1.4444
H: 2.0552 0.3771 4.1999
H: 4.3730 1.1105 4.6921
H: 6.2840 0.2388 3.3280
H: 5.8335 -1.2687 1.3915
H: 3.5183 -1.9794 0.8772

Mulliken atomic charge list, values in e, 5 entries: 0.32, 1.42, 0.44, 1.13, -0.06


No. 6
A cluster of 2 separate species, CBrO3 in total in a non-equilibrium geometry. Source: the OMol25 dataset; level of theory: ωB97M-V/def2-TZVPD.

Results
LUMO energy (eV): 3.785
Maximum force (eV Å⁻¹): 2.8
Net charge: -1
2S+1: 1
Frontier orbital gap (eV): 6.66
Energy relative to the best compared isomer or geometry (same formula, charge and spin) (kJ/mol): 100.6
HOMO energy (eV): -2.87
E_tot (a.u.): -2837.8431

Atoms and positions in Å:
C: -0.9815 -0.1265 0.3448
O: -1.1793 0.5974 1.2438
O: -1.2383 -0.9245 -0.4315
O: 1.7207 0.9459 -1.0603
Br: 1.6785 -0.4922 -0.0968

The molecule's Mulliken atomic charges, reported in e, are given here: 0.69, -0.44, -0.36, -0.72, -0.17